Record 1
Molecular formula: C45H58BrMoN2OP2Si2
Method: DFT, ωB97M-V with the def2-TZVPD basis set

```
112
Properties=species:S:1:pos:R:3
Mo -0.417 0.817 0.047
C -1.050 -0.635 -3.962
Si -0.805 1.125 -3.423
C -2.404 1.981 -3.074
C 0.267 2.094 -4.582
N 0.140 1.012 -1.819
P 1.737 0.499 -1.676
C 1.477 0.210 0.020
P 1.797 0.771 1.629
N 0.141 0.919 1.892
Si -0.721 1.134 3.530
C -2.516 1.395 3.188
C -0.398 -0.461 4.416
C 0.076 2.622 4.296
C 2.421 2.436 1.524
C 3.748 2.738 1.825
C 4.196 4.045 1.700
C 3.328 5.042 1.274
C 2.011 4.738 0.945
C 1.555 3.439 1.069
C 2.701 -0.271 2.716
C 3.213 0.230 3.920
C 3.851 -0.633 4.793
C 3.974 -1.982 4.472
C 3.468 -2.478 3.276
C 2.828 -1.625 2.393
C 2.113 -0.965 -2.587
C 1.713 -2.208 -2.087
C 1.928 -3.348 -2.840
C 2.532 -3.247 -4.089
C 2.933 -2.013 -4.586
C 2.727 -0.865 -3.839
C 2.905 1.789 -2.006
C 2.495 3.110 -2.178
C 3.444 4.092 -2.411
C 4.791 3.757 -2.454
C 5.203 2.442 -2.262
C 4.264 1.451 -2.038
H -1.813 -0.664 -4.745
H -1.402 -1.274 -3.150
H -0.141 -1.075 -4.374
H -2.867 2.187 -4.044
H -2.273 2.938 -2.567
H -3.111 1.372 -2.508
H -0.202 2.058 -5.570
H 1.272 1.685 -4.694
H 0.348 3.146 -4.306
H -2.999 0.542 2.706
H -2.708 2.293 2.600
H -3.006 1.528 4.157
H -0.678 -1.329 3.815
H -1.003 -0.492 5.326
H 0.645 -0.570 4.714
H -0.135 3.536 3.737
H 1.158 2.527 4.401
H -0.334 2.753 5.301
H 4.429 1.964 2.157
H 5.222 4.285 1.945
H 3.678 6.063 1.200
H 1.340 5.518 0.610
H 0.512 3.235 0.819
H 3.122 1.279 4.170
H 4.256 -0.256 5.722
H 4.476 -2.650 5.158
H 3.579 -3.525 3.033
H 2.440 -2.006 1.455
H 1.245 -2.284 -1.112
H 1.634 -4.315 -2.457
H 2.701 -4.141 -4.676
H 3.412 -1.946 -5.554
H 3.054 0.093 -4.221
H 1.443 3.366 -2.145
H 3.133 5.116 -2.569
H 5.529 4.525 -2.646
H 6.254 2.190 -2.301
H 4.584 0.424 -1.910
C -7.341 -1.898 1.147
C -7.248 -0.966 -0.071
C -7.319 -1.793 -1.364
C -8.429 0.003 -0.041
C -5.911 -0.234 -0.030
C -4.725 -0.985 -0.046
C -3.559 -0.284 -0.013
Br -1.857 -1.244 -0.011
C -3.432 1.106 0.035
O -2.171 1.601 0.056
C -4.599 1.870 0.056
C -5.800 1.150 0.021
C -4.679 3.401 0.106
C -3.329 4.125 0.164
C -5.475 3.805 1.359
C -5.416 3.886 -1.153
H -8.298 -2.420 1.135
H -7.276 -1.335 2.080
H -6.558 -2.659 1.147
H -8.274 -2.317 -1.411
H -6.532 -2.548 -1.415
H -7.241 -1.154 -2.245
H -9.357 -0.566 -0.071
H -8.431 0.673 -0.903
H -8.445 0.600 0.874
H -4.745 -2.066 -0.080
H -6.714 1.724 0.031
H -2.757 3.866 1.057
H -3.520 5.197 0.199
H -2.715 3.929 -0.716
H -4.985 3.454 2.270
H -6.491 3.414 1.350
H -5.543 4.892 1.410
H -4.875 3.606 -2.059
H -5.502 4.973 -1.129
H -6.425 3.478 -1.222
```

Results
charge	+3
maximum force	0.74	eV Å⁻¹
ΔE to the lowest compared entry with this formula, charge and spin	0.0	kcal/mol
highest occupied orbital energy (alpha / beta)	-0.5849 / -0.5849	hartree
DFT total energy	-5837.42936	hartree
HOMO-LUMO gap (alpha / beta)	5.70 / 5.71	eV

Results of the Löwdin charge analysis, in e, for atoms 1 through 2: Mo 1.48; C -0.15

Record 2
Molecular formula: C3H10N2O
Method: DFT, ωB97M-V with the def2-TZVPD basis set

```
16
Properties=species:S:1:pos:R:3
C 1.685 -1.093 0.254
C 0.446 -0.487 0.884
N -0.041 2.356 0.334
C -0.774 1.304 -0.157
N -0.450 0.069 -0.114
H 2.356 -0.310 -0.109
H 2.235 -1.837 0.833
H 1.381 -1.654 -0.639
H -0.130 -1.297 1.352
H 0.654 0.248 1.672
H 0.933 2.168 0.554
H -0.359 3.299 0.120
H -1.683 1.643 -0.640
H -1.469 -1.238 -0.962
H -2.614 -1.349 -2.047
O -2.170 -1.820 -1.336
```

Results
charge	-1
maximum force	1.53	eV Å⁻¹
ΔE to the lowest compared entry with this formula, charge and spin	3.7	kcal/mol
highest occupied orbital energy (alpha / beta)	0.0356 / -0.1801	hartree
DFT total energy	-305.00105	hartree
multiplicity	2
HOMO-LUMO gap (alpha / beta)	3.26 / 8.93	eV

Results of the Löwdin charge analysis, in e, for atoms 1 through 2: C -0.17; C -0.36

Record 3
Molecular formula: C33H83N5O11
Method: DFT, ωB97M-V with the def2-TZVPD basis set

```
132
Properties=species:S:1:pos:R:3
C -1.766 -0.031 -0.577
C -0.354 0.655 -0.492
C 0.680 -0.213 -1.216
O -0.532 1.904 -1.161
H -2.099 -0.079 -1.614
H -2.539 0.482 -0.006
H -1.778 -1.057 -0.209
H -0.021 0.802 0.536
H 0.557 -1.254 -0.918
H 1.710 0.092 -1.031
H 0.445 -0.202 -2.280
H -0.790 1.777 -2.077
C -2.330 0.349 3.141
O -1.333 0.113 4.101
C -1.606 0.682 5.358
C -2.786 0.034 6.234
N -2.649 -1.399 6.495
C -2.880 -2.238 5.344
C -2.837 -3.721 5.677
O -2.914 -4.584 4.571
C -2.363 -5.870 4.754
H -3.249 0.057 3.650
H -2.237 -0.278 2.254
H -2.421 1.380 2.801
H -1.714 1.765 5.298
H -0.688 0.700 5.946
H -3.759 0.214 5.778
H -2.689 0.645 7.131
H -1.707 -1.561 6.822
H -2.126 -2.120 4.566
H -3.851 -1.977 4.923
H -3.720 -3.902 6.290
H -1.941 -3.864 6.280
H -1.300 -5.761 4.970
H -2.355 -6.558 3.908
H -2.807 -6.438 5.571
C 5.400 1.365 2.018
O 5.805 1.407 0.620
C 4.709 1.342 -0.300
C 5.334 1.283 -1.704
N 6.067 2.510 -1.927
C 6.881 2.595 -3.144
C 7.739 3.828 -3.135
O 8.800 3.673 -2.244
C 9.450 4.901 -1.940
H 6.156 1.688 2.734
H 4.983 0.407 2.327
H 4.528 1.992 2.202
H 4.008 2.174 -0.237
H 4.196 0.392 -0.147
H 4.542 1.101 -2.430
H 5.877 0.340 -1.756
H 6.573 2.659 -1.065
H 6.297 2.436 -4.051
H 7.580 1.777 -2.970
H 7.082 4.635 -2.811
H 8.165 4.007 -4.122
H 8.858 5.666 -1.436
H 9.703 5.416 -2.867
H 10.298 4.690 -1.290
C 1.847 -0.249 2.608
O 2.836 -0.781 1.762
C 3.014 -2.183 1.856
C 3.930 -2.685 0.729
N 3.205 -2.525 -0.561
C 4.092 -2.714 -1.690
C 3.334 -2.414 -3.055
O 3.244 -0.966 -3.181
C 2.716 -0.558 -4.419
H 1.987 -0.642 3.615
H 0.835 -0.352 2.217
H 1.976 0.820 2.780
H 2.055 -2.684 1.720
H 3.342 -2.500 2.846
H 4.317 -3.700 0.821
H 4.885 -2.159 0.702
H 2.706 -1.647 -0.567
H 4.525 -3.713 -1.623
H 4.940 -2.033 -1.754
H 2.353 -2.887 -3.042
H 3.868 -2.828 -3.911
H 1.676 -0.880 -4.480
H 3.315 -1.030 -5.198
H 2.758 0.526 -4.523
C -0.756 -3.913 1.528
O -1.877 -3.556 0.670
C -3.108 -3.514 1.416
C -4.355 -3.518 0.457
N -4.372 -2.257 -0.357
C -5.209 -2.517 -1.517
C -5.616 -1.255 -2.338
O -4.451 -0.787 -3.017
C -4.630 0.334 -3.879
H 0.184 -3.669 1.034
H -0.783 -4.991 1.682
H -0.724 -3.393 2.486
H -3.155 -2.660 2.092
H -3.236 -4.427 1.998
H -5.194 -3.786 1.098
H -4.211 -4.356 -0.225
H -3.471 -2.070 -0.773
H -6.102 -2.936 -1.052
H -4.984 -3.324 -2.215
H -6.078 -0.515 -1.684
H -6.378 -1.579 -3.046
H -3.684 0.796 -4.162
H -5.186 1.151 -3.419
H -5.075 0.043 -4.831
C -5.911 2.184 0.028
O -5.154 3.222 -0.590
C -4.067 3.654 0.245
C -3.169 4.743 -0.464
N -2.332 4.263 -1.599
C -3.120 3.769 -2.775
C -2.228 3.489 -3.969
O -1.506 2.258 -3.706
C -0.588 1.956 -4.743
H -6.591 1.736 -0.697
H -6.441 2.596 0.887
H -5.273 1.344 0.302
H -3.482 2.779 0.531
H -4.560 4.030 1.141
H -2.548 5.233 0.286
H -3.938 5.451 -0.771
H -1.705 3.548 -1.258
H -3.937 4.450 -3.013
H -3.538 2.790 -2.539
H -1.540 4.316 -4.145
H -2.875 3.387 -4.840
H 0.005 1.087 -4.457
H 0.024 2.824 -4.986
H -1.114 1.553 -5.608
```

Results
maximum force	3.27	eV Å⁻¹
ΔE to the lowest compared entry with this formula, charge and spin	30.4	kcal/mol
highest occupied orbital energy	-0.2944	hartree
DFT total energy	-2408.23722	hartree
HOMO-LUMO gap	8.70	eV

Results of the Löwdin charge analysis, in e, for atoms 1 through 2: C -0.04; C -0.41

Record 4
Molecular formula: C6H8O3
Method: DFT, ωB97M-V with the def2-TZVPD basis set

```
17
Properties=species:S:1:pos:R:3
C -0.504 -0.316 -0.228
C -0.345 -0.983 -1.581
C -0.612 -1.310 0.909
C -0.870 1.682 -0.060
C 1.157 0.886 1.257
C 0.464 0.925 -0.047
O -1.642 0.598 -0.218
O 2.405 1.300 1.100
O -1.176 2.827 0.013
H 2.871 1.318 1.952
H 1.096 1.179 -0.905
H 0.597 -1.521 -1.613
H -0.360 -0.243 -2.379
H -1.162 -1.683 -1.747
H -0.776 -0.787 1.846
H 0.304 -1.890 0.977
H -1.449 -1.982 0.726
```

Results
maximum force	1.18	eV Å⁻¹
ΔE to the lowest compared entry with this formula, charge and spin	58.8	kcal/mol
highest occupied orbital energy	-0.3305	hartree
DFT total energy	-459.05650	hartree
HOMO-LUMO gap	9.45	eV

Results of the Löwdin charge analysis, in e, for atoms 1 through 2: C -0.48; C -0.01

Record 5
Molecular formula: C3H5NO2
Method: DFT, ωB97M-V with the def2-TZVPD basis set

```
11
Properties=species:S:1:pos:R:3
O -1.742 -0.776 0.341
C -0.894 -0.568 1.170
C 0.377 0.224 0.927
N 0.539 0.705 -0.407
C -0.315 0.996 -1.220
O -1.090 1.396 -1.993
H -1.001 -0.934 2.209
H 0.374 1.088 1.601
H 1.245 -0.382 1.216
H 1.436 -0.696 -1.591
H 1.049 -1.049 -2.269
```

Results
maximum force	3.34	eV Å⁻¹
ΔE to the lowest compared entry with this formula, charge and spin	56.8	kcal/mol
highest occupied orbital energy	-0.3805	hartree
DFT total energy	-322.48375	hartree
HOMO-LUMO gap	11.10	eV

Results of the Löwdin charge analysis, in e, for atoms 1 through 2: O 0.07; C -0.23